Below is a single C8H8Cl2F3NO molecule at a distorted geometry, with properties calculated with the ωB97M-V functional and the def2-TZVPD basis.

XYZ file:
```
23
C8H8Cl2F3NO the ωB97M-V functional and the def2-TZVPD basis
C 1.0625 2.2198 0.8883
C 1.8286 1.0776 1.1095
C -0.6973 0.1045 -0.0787
C 0.3604 2.3754 -0.3873
C 2.1192 -0.0035 0.3781
C -3.1066 -1.7505 0.5729
C -1.9271 -1.8455 -0.3975
C 2.4563 -0.2379 -1.0557
N -0.7236 1.1836 -0.5327
O -0.7737 -1.1167 0.0430
F 3.7673 -0.2592 -1.3642
F 1.9187 -1.3988 -1.3691
F 1.8894 0.5609 -1.9108
Cl -0.5984 3.7902 -0.4527
Cl 2.5916 -1.4761 1.2405
H 0.8847 2.8559 1.7453
H 2.0682 1.1053 2.1657
H 0.9830 2.1203 -1.2408
H -3.5350 -0.7414 0.7528
H -4.0368 -2.2042 0.2185
H -2.9006 -2.1621 1.4922
H -2.2178 -1.4255 -1.3281
H -1.4130 -2.7721 -0.4894
```

Relative energy (zero: lowest compared OMol25 entry of this formula, charge and spin) (kcal per mole): 116.6
E_LUMO (spin up / spin down) (eV): -0.04 / -0.03
HOMO (spin up / spin down) (Eh): -0.26085 / -0.26091
Maximum force (eV/Å): 3.22
Kohn-Sham gap (spin up / spin down) (eV): 7.062 / 7.066

Atomic partial charges in e from the Mulliken method, atoms 1 to 5: number 1, C, carries -0.861; number 2, C, carries -0.261; number 3, C, carries 0.598; number 4, C, carries 0.235; number 5, C, carries -0.066

Below is a single C2H6N2O molecule at a distorted geometry, with properties calculated with the ωB97M-V functional and the def2-TZVPD basis.

XYZ file:
```
11
C2H6N2O the ωB97M-V functional and the def2-TZVPD basis
N 0.4217 0.0333 1.6350
C -0.2055 0.6577 0.5171
N -0.5796 -0.2271 -0.5949
C 0.2209 -0.4489 -1.6636
O 1.3083 0.0621 -1.8040
H -0.1766 -0.6699 2.0309
H 1.3961 -0.2149 1.7314
H 0.4580 1.4472 0.1665
H -1.1187 1.1461 0.8525
H -1.4844 -0.6453 -0.4811
H -0.2402 -1.1403 -2.3898
```

Relative energy (zero: lowest compared OMol25 entry of this formula, charge and spin) (kcal per mole): 18.6
E_LUMO (eV): 0.88
HOMO (Eh): -0.34473
Maximum force (eV/Å): 1.24
Kohn-Sham gap (eV): 10.263
SMILES string: NCNC=O

Atomic partial charges in e from the Mulliken method, atoms 1 to 5: number 1, N, carries -0.483; number 2, C, carries -0.454; number 3, N, carries -0.145; number 4, C, carries 0.043; number 5, O, carries -0.554

no.,total energy (a.u.)
1,-1659.4407
2,-264.5577